Model A:
2 unconnected molecules or ions with the total composition C7H12N5, computed with wB97M-V/def2-TZVPD.

The geometry in XYZ format:
```
24
C7H12N5, DFT wB97M-V/def2-TZVPD
C -2.601 1.066 0.613
C 0.272 -0.182 0.215
C 2.300 0.475 0.043
C -2.989 -0.823 -0.991
C 0.775 -2.581 0.801
C 0.557 2.269 -0.355
C -2.692 -0.287 0.307
N -2.325 2.143 0.994
N 2.366 -0.849 0.342
N 1.053 -1.219 0.454
N 0.998 0.962 0.023
N 3.420 1.181 -0.157
H -2.742 -1.864 -1.129
H -2.626 -0.373 -1.906
H -4.100 -0.994 -1.179
H -0.078 -2.515 1.328
H 0.684 -3.300 -0.158
H 1.628 -3.064 1.399
H 1.410 3.006 0.092
H 0.236 2.347 -1.473
H -0.469 2.561 0.181
H -2.546 -0.865 1.217
H 4.311 0.739 -0.428
H 3.158 2.167 -0.233
```

Computed properties:
- Multiplicity: 1
- Gap between HOMO and LUMO (alpha / beta): 0.27273 / 0.21652 hartree
- Charge: +1

Model B:
A gas-phase ion, C7H12N5 (charge +1), computed with wB97M-V/def2-TZVPD.

The geometry in XYZ format:
```
24
C7H12N5, DFT wB97M-V/def2-TZVPD
C 1.219 -0.305 -2.167
C 2.195 -1.509 -0.391
C 1.884 0.732 0.592
C 1.729 -1.468 -1.661
C -0.672 0.810 0.330
C -2.830 0.594 -0.849
C 0.050 -0.644 2.166
N 0.821 0.690 -2.595
N 2.453 -0.381 0.324
N 0.598 1.236 0.269
N -1.616 1.276 -0.470
N -0.999 -0.079 1.303
H 2.348 -2.531 0.024
H 2.524 1.485 1.118
H 1.508 -2.382 -2.274
H -3.067 -0.091 -0.170
H -3.734 1.187 -0.801
H -2.735 0.231 -1.886
H 0.793 -1.332 1.795
H 0.651 0.260 2.434
H -0.484 -1.120 3.066
H 0.524 2.090 -0.275
H -1.280 1.886 -1.238
H -1.880 -0.635 1.355
```

Computed properties:
- Multiplicity: 1
- SMILES string: CN/C(N/C=N\C=C/C#N)=[NH+]/C
- Gap between HOMO and LUMO: 0.33133 hartree
- Charge: +1

model B comes first in stability; the runner-up is 0.1304 hartree higher.

Model A:
2 unconnected molecules or ions with the total composition C6H14, computed with wB97M-V/def2-TZVPD.

The geometry in XYZ format:
```
20
C6H14, DFT wB97M-V/def2-TZVPD
C 3.079 0.434 0.529
C 1.994 0.532 -0.236
C 0.623 0.901 0.254
C -0.484 -0.042 -0.231
C -1.871 0.447 0.185
C -3.008 -0.437 -0.318
H 4.049 0.174 0.115
H 3.035 0.615 1.601
H 2.123 -2.150 -0.121
H 2.081 0.340 -1.308
H 1.890 -2.822 -0.344
H 0.384 1.918 -0.093
H 0.624 0.938 1.351
H -0.310 -1.053 0.163
H -0.439 -0.128 -1.327
H -1.914 0.515 1.281
H -2.012 1.471 -0.189
H -3.011 -0.492 -1.413
H -3.981 -0.047 -0.001
H -2.916 -1.460 0.066
```

Computed properties:
- Multiplicity: 1
- SMILES string: C=CCCCC.[H][H]
- Gap between HOMO and LUMO: 0.40030 hartree

Model B:
2 unconnected molecules or ions with the total composition C6H14, computed with wB97M-V/def2-TZVPD.

The geometry in XYZ format:
```
20
C6H14, DFT wB97M-V/def2-TZVPD
C 1.003 0.127 1.721
C 0.760 -0.395 0.287
C -0.469 0.129 -0.368
C -1.735 -0.432 0.031
C -2.716 0.337 0.792
C -3.085 -0.221 -0.909
H 1.952 -0.235 2.118
H 1.009 1.220 1.715
H 0.222 -0.188 2.418
H 0.799 -1.506 0.388
H 1.620 -0.132 -0.319
H 8.976 0.611 -2.757
H -0.304 0.524 -1.365
H -1.715 -1.492 0.342
H -2.612 1.409 0.773
H 9.589 1.003 -2.681
H -3.345 -0.099 1.555
H -2.929 0.734 -1.404
H -2.878 -1.001 -1.651
H -4.139 -0.394 -0.687
```

Computed properties:
- Multiplicity: 1
- Gap between HOMO and LUMO: 0.20192 hartree

model A comes first in stability; the runner-up is 0.2044 hartree higher.

Model A:
A single C25H25NO6 molecule, computed with wB97M-V/def2-TZVPD.

The geometry in XYZ format:
```
57
C25H25NO6, DFT wB97M-V/def2-TZVPD
C -1.493 -3.385 1.886
C -1.464 -2.471 0.700
C -2.346 -1.395 0.594
C -2.330 -0.529 -0.514
C -1.381 -0.767 -1.511
C -0.498 -1.819 -1.422
C -0.536 -2.677 -0.323
O 0.306 -3.739 -0.144
C 1.304 -3.975 -1.110
C 2.336 -2.844 -1.204
O 2.948 -2.602 -2.221
N 2.485 -2.174 -0.046
H 1.918 -2.428 0.750
C 3.295 -0.989 0.076
C 4.008 -0.947 1.415
O 5.094 -0.481 1.604
O 3.254 -1.459 2.399
H 3.719 -1.391 3.248
H 4.040 -1.000 -0.726
C 2.420 0.284 -0.051
C 3.253 1.527 0.089
C 3.240 2.264 1.264
C 4.037 3.387 1.398
C 4.858 3.783 0.357
C 4.875 3.054 -0.820
C 4.077 1.933 -0.953
H 4.092 1.365 -1.872
H 5.514 3.359 -1.636
H 5.483 4.657 0.462
H 4.019 3.952 2.319
H 2.601 1.959 2.081
H 1.940 0.254 -1.031
H 1.643 0.252 0.717
H 1.813 -4.887 -0.782
H 0.881 -4.155 -2.105
H 0.222 -1.963 -2.211
H -1.326 -0.115 -2.367
C -3.288 0.553 -0.546
C -4.127 0.723 0.505
C -4.111 -0.188 1.642
O -4.834 -0.097 2.607
O -3.218 -1.218 1.615
C -5.131 1.832 0.594
C -4.815 2.953 -0.387
C -4.567 2.349 -1.764
C -3.320 1.471 -1.734
H -2.425 2.101 -1.703
H -3.271 0.878 -2.650
H -5.431 1.747 -2.051
H -4.441 3.134 -2.512
H -3.924 3.491 -0.059
H -5.645 3.660 -0.423
H -6.124 1.420 0.387
H -5.155 2.196 1.623
H -2.419 -3.256 2.437
H -1.397 -4.418 1.560
H -0.658 -3.166 2.551
```

Computed properties:
- Multiplicity: 1
- SMILES string: Cc1c(OCC(=O)N[C@@H](Cc2ccccc2)C(=O)O)ccc2c3c(c(=O)oc12)CCCC3
- Gap between HOMO and LUMO: 0.31721 hartree

Model B:
A single C25H25NO6 molecule, computed with wB97M-V/def2-TZVPD.

The geometry in XYZ format:
```
57
C25H25NO6, DFT wB97M-V/def2-TZVPD
C 0.976 0.324 -3.384
C 2.242 -0.438 -3.006
C 2.125 -1.945 -3.237
C 1.305 -2.689 -2.179
O 2.023 -2.872 -0.970
C 1.731 -2.157 0.146
C 2.271 -2.655 1.336
C 2.020 -2.024 2.534
C 1.238 -0.880 2.579
C 0.719 -0.368 1.404
C 0.965 -1.000 0.193
H 0.548 -0.569 -0.702
C -0.082 0.919 1.403
N 0.647 1.990 0.749
C 0.070 2.364 -0.405
O 0.453 3.176 -1.229
C -1.208 1.607 -0.505
C -1.340 0.802 0.570
C -2.345 -0.215 0.912
O -2.059 -1.177 1.604
C -3.695 0.001 0.398
C -4.359 1.130 -0.027
C -5.683 0.735 -0.286
C -5.748 -0.606 -0.003
O -4.559 -1.045 0.419
C -6.870 -1.573 -0.102
H -6.681 -2.291 -0.900
H -7.797 -1.048 -0.311
H -6.968 -2.129 0.829
H -6.484 1.355 -0.634
H -3.954 2.114 -0.126
O -1.972 1.809 -1.581
H -1.492 2.447 -2.143
C 1.923 2.486 1.215
C 3.060 1.610 0.799
C 3.685 1.471 -0.406
C 4.657 0.455 -0.229
C 4.548 0.058 1.067
O 3.589 0.752 1.698
H 5.076 -0.678 1.638
H 5.336 0.078 -0.966
H 3.479 2.028 -1.296
H 1.898 2.555 2.306
H 2.048 3.481 0.777
H -0.314 1.198 2.438
H 1.038 -0.394 3.522
H 2.435 -2.425 3.447
H 2.874 -3.548 1.287
H 0.342 -2.204 -1.998
H 1.106 -3.704 -2.543
H 3.123 -2.388 -3.240
H 1.670 -2.129 -4.213
H 3.068 -0.056 -3.611
H 2.495 -0.255 -1.961
H 1.080 1.376 -3.125
H 0.795 0.250 -4.454
H 0.101 -0.070 -2.871
```

Computed properties:
- Multiplicity: 1
- SMILES string: CCCCOc1cccc([C@@H]2C(C(=O)c3ccc(C)o3)=C(O)C(=O)N2Cc2ccco2)c1
- Gap between HOMO and LUMO: 0.29688 hartree

model A comes first in stability; the runner-up is 0.1037 hartree higher.

Model A:
A single C2H6Cl2NOP molecule, computed with wB97M-V/def2-TZVPD.

The geometry in XYZ format:
```
13
C2H6Cl2NOP, DFT wB97M-V/def2-TZVPD
C 1.067 1.087 0.130
C 1.163 -0.395 0.015
N 0.044 -1.227 0.373
O -1.629 -0.510 -1.916
P -1.657 -0.409 -0.463
Cl -2.987 -1.588 0.388
Cl -2.173 1.367 0.169
H 0.314 1.443 -0.586
H 0.743 1.364 1.061
H 2.085 1.572 0.025
H 1.129 -0.548 -1.148
H 2.049 -0.729 0.578
H -0.148 -1.427 1.374
```

Computed properties:
- Multiplicity: 1
- SMILES string: CCNP(=O)(Cl)Cl
- Gap between HOMO and LUMO: 0.36395 hartree

Model B:
2 unconnected molecules or ions with the total composition C2H6Cl2NOP, computed with wB97M-V/def2-TZVPD.

The geometry in XYZ format:
```
13
C2H6Cl2NOP, DFT wB97M-V/def2-TZVPD
C -0.618 -1.625 -1.660
C 0.443 -0.730 -1.082
N 0.129 0.458 -0.895
O 1.323 1.564 1.437
P 0.007 1.030 2.194
Cl -0.997 2.923 2.621
Cl 0.936 0.687 3.939
H -0.612 -2.723 -1.390
H -1.617 -1.392 -1.246
H -0.734 -1.533 -2.648
H 1.106 1.532 0.553
H 1.468 -0.860 -0.757
H -0.836 0.668 -1.064
```

Computed properties:
- Multiplicity: 1
- SMILES string: [H]/N=C\C.OP(Cl)Cl
- Gap between HOMO and LUMO: 0.38422 hartree

model B comes first in stability; the runner-up is 0.0024 hartree higher.

Model A:
3 unconnected molecules or ions with the total composition C2H11NO3, computed with wB97M-V/def2-TZVPD.

The geometry in XYZ format:
```
17
C2H11NO3, DFT wB97M-V/def2-TZVPD
C 0.166 -0.350 -1.938
N -1.237 0.040 -1.491
C -1.526 0.179 -0.171
O -0.741 1.303 0.392
H 0.440 -1.298 -1.485
H 0.326 -0.382 -3.043
H 0.728 0.524 -1.683
H -1.583 0.843 -2.035
H -1.238 -0.694 0.427
H -2.550 0.440 0.130
H -1.125 2.140 -0.034
H -0.160 -2.141 1.390
H 1.055 -1.422 1.736
O 0.221 -1.683 2.113
H 2.279 0.230 2.471
H 2.235 1.240 1.199
O 2.713 1.032 2.022
```

Computed properties:
- Multiplicity: 1
- SMILES string: CNCO.O.O
- Gap between HOMO and LUMO: 0.35868 hartree

Model B:
4 unconnected molecules or ions with the total composition C2H11NO3, computed with wB97M-V/def2-TZVPD.

The geometry in XYZ format:
```
17
C2H11NO3, DFT wB97M-V/def2-TZVPD
C 0.391 -1.195 -1.121
C -1.916 -1.486 -1.167
N -1.015 -0.674 -0.908
H 1.038 -0.450 -1.550
H 0.609 -1.331 -0.091
H 0.513 -2.165 -1.743
H -2.993 -1.265 -1.020
H -1.794 -2.522 -1.492
H 6.017 0.811 1.313
H 5.745 1.529 -0.005
O 5.784 0.608 0.395
H -0.324 0.544 1.718
H -1.602 0.890 2.414
O -0.667 0.987 2.495
H -2.837 2.385 -0.087
H -3.515 1.651 0.903
O -3.434 1.684 -0.054
```

Computed properties:
- Multiplicity: 1
- SMILES string: C=NC.O.O.O
- Gap between HOMO and LUMO: 0.39128 hartree

model A comes first in stability; the runner-up is 0.0079 hartree higher.

Model A:
4 unconnected molecules or ions with the total composition C2H11NO3, computed with wB97M-V/def2-TZVPD.

The geometry in XYZ format:
```
17
C2H11NO3, DFT wB97M-V/def2-TZVPD
C 0.836 -0.329 0.563
C -0.041 -0.484 -1.559
N -0.326 -0.549 -0.319
H 1.163 0.701 0.445
H 1.746 -0.927 0.411
H 0.520 -0.465 1.595
H -0.764 -0.192 -2.314
H 0.882 -0.985 -1.870
H 0.117 -3.650 -0.515
H 1.416 -3.359 0.014
O 0.975 -4.068 -0.388
H -1.294 0.980 0.288
H -2.814 1.181 0.311
O -1.991 1.609 0.568
H -0.567 2.849 0.943
H -0.084 4.288 0.833
O 0.227 3.399 0.995
```

Computed properties:
- Multiplicity: 1
- SMILES string: C=NC.O.O.O
- Gap between HOMO and LUMO: 0.38524 hartree

Model B:
3 unconnected molecules or ions with the total composition C2H11NO3, computed with wB97M-V/def2-TZVPD.

The geometry in XYZ format:
```
17
C2H11NO3, DFT wB97M-V/def2-TZVPD
C -0.201 -0.885 1.008
O 0.828 -1.811 0.742
C -1.055 -0.631 -0.219
N -1.774 0.666 -0.145
H -0.717 -1.266 1.886
H 0.258 0.077 1.309
H 1.506 -1.433 0.174
H -0.399 -0.608 -1.087
H -1.777 -1.447 -0.321
H -2.145 0.803 0.785
H -2.581 0.614 -0.754
H 1.650 0.433 -0.622
H 2.624 -0.421 -1.449
O 2.351 -0.250 -0.544
H 1.132 2.490 -0.008
H -0.287 1.732 -0.179
O 0.587 1.937 -0.576
```

Computed properties:
- Multiplicity: 1
- SMILES string: NCCO.O.O
- Gap between HOMO and LUMO: 0.38643 hartree

model B comes first in stability; the runner-up is 0.0513 hartree higher.